71
Properties=species:S:1:pos:R:3:mulliken_charge:R:1 method="wB97M-V/def2-TZVPD" multiplicity=1 gap_ev=7.73 e_lumo_ev=-3.5 energy_ev=-56323.492 charge=+1
C 6.032 -1.474 1.357 -0.539
C 5.357 -0.198 1.751 -0.141
C 5.429 1.090 0.739 0.647
O 5.782 2.279 1.267 -0.516
O 5.107 1.080 -0.701 -0.382
C 3.654 1.363 -0.800 0.243
C 3.310 2.938 -1.166 -0.802
C 1.667 3.229 -1.278 -0.508
C 1.006 3.407 0.248 -0.100
C -0.344 2.479 0.299 -0.212
C -0.924 2.170 1.803 -1.096
C 0.105 1.344 2.782 0.485
P 1.103 2.709 3.750 0.132
S 2.982 2.234 4.004 -0.302
C -0.611 0.423 3.927 -1.026
N -0.802 -1.032 3.576 0.099
C 0.184 -1.596 2.578 0.061
C -0.628 -1.841 1.177 -1.480
C 0.268 -1.701 -0.188 1.761
C 1.531 -2.743 -0.299 -1.104
C -0.766 -2.076 -1.447 -1.073
C 1.506 -0.637 2.466 -0.550
O 1.067 0.653 1.915 0.121
H 5.759 -1.898 0.275 0.210
H 6.838 -2.042 2.001 0.270
H 4.726 -0.075 2.745 0.234
H 3.171 1.053 0.222 -0.214
H 3.173 0.685 -1.640 0.257
H 3.820 3.686 -0.389 0.211
H 3.802 3.182 -2.221 0.338
H 1.422 4.193 -1.904 0.368
H 1.218 2.235 -1.734 0.171
H 1.865 3.065 0.986 -0.096
H 0.805 4.554 0.505 0.315
H -1.174 3.067 -0.325 0.424
H -0.189 1.449 -0.255 -0.137
H -1.282 3.166 2.355 0.438
H -1.902 1.504 1.646 0.295
H 0.375 2.877 5.013 0.156
H 1.023 3.982 3.049 0.146
H -0.047 0.593 4.965 0.439
H -1.703 0.870 4.109 0.223
H -1.787 -1.283 3.270 0.462
H -0.654 -1.578 4.477 0.470
H 0.562 -2.664 2.950 0.382
H -1.540 -1.099 1.108 0.619
H -1.085 -2.935 1.208 0.289
H 0.606 -0.578 -0.408 -0.813
H 1.529 -3.177 -1.405 0.401
H 2.520 -2.085 -0.218 0.206
H 1.521 -3.593 0.523 0.185
H -1.873 -2.074 -1.000 0.237
H -0.753 -1.245 -2.292 0.235
H -0.599 -3.154 -1.872 0.331
H 2.008 -0.444 3.515 0.376
H 2.357 -1.050 1.764 -0.149
C -6.033 -3.357 -5.096 -1.104
C -5.431 -3.362 -3.702 -0.188
O -4.403 -2.372 -3.582 -0.318
C -4.831 -1.092 -3.444 0.713
O -5.994 -0.724 -3.407 -0.556
O -3.741 -0.288 -3.385 -0.276
C -4.052 1.103 -3.345 -0.649
H -5.250 -3.466 -5.854 0.293
H -6.755 -4.170 -5.210 0.362
H -6.545 -2.412 -5.305 0.312
H -4.960 -4.333 -3.515 0.295
H -6.196 -3.222 -2.929 0.306
H -4.752 1.332 -2.534 0.311
H -4.461 1.419 -4.309 0.306
H -3.125 1.654 -3.164 0.192

=====

84
Properties=species:S:1:pos:R:3:mulliken_charge:R:1 method="wB97M-V/def2-TZVPD" multiplicity=1 gap_ev=5.75 e_lumo_ev=1.9 energy_ev=-64728.180 charge=-1
O -4.238 -0.122 4.237 -0.710
B -5.142 -0.850 3.366 0.824
O -5.860 -0.066 2.390 -0.568
C -5.273 -2.455 3.489 0.747
C -4.009 -3.348 3.874 -1.283
C -2.633 -2.941 3.181 -0.720
C -2.445 -3.568 1.718 0.720
F -2.243 -4.954 1.935 -0.293
F -3.556 -3.428 0.911 -0.208
F -1.353 -2.997 1.045 -0.250
C -6.386 -2.971 4.595 -0.507
O -7.375 -3.796 3.931 -0.593
B -6.886 -3.989 2.533 0.891
O -6.038 -2.780 2.307 -0.818
H -3.683 -0.770 4.707 0.301
H -5.511 -0.359 1.521 0.302
H -4.200 -4.443 3.603 0.289
H -3.901 -3.314 5.010 0.410
H -2.389 -1.837 3.192 0.317
H -1.805 -3.442 3.797 0.341
H -5.979 -3.728 5.358 0.194
H -6.827 -2.061 5.133 0.171
H -6.067 -4.880 2.387 -0.322
H -7.721 -4.173 1.698 -0.272
C 1.414 -4.167 -0.096 -0.823
C 0.953 -3.693 -1.460 -0.238
O 2.064 -3.527 -2.357 -0.321
C 2.564 -4.656 -2.874 0.718
O 2.166 -5.772 -2.665 -0.561
O 3.610 -4.330 -3.652 -0.284
C 4.305 -5.454 -4.186 -0.692
H 2.183 -3.500 0.304 0.155
H 0.578 -4.203 0.601 0.197
H 1.857 -5.164 -0.151 0.356
H 0.483 -2.712 -1.362 0.277
H 0.208 -4.366 -1.891 0.389
H 3.625 -6.130 -4.707 0.301
H 4.831 -5.980 -3.387 0.305
H 5.039 -5.084 -4.900 0.221
C -1.256 2.943 -1.988 -1.190
C -0.583 2.853 -0.632 -0.164
O -1.431 3.366 0.403 -0.388
C -2.423 2.551 0.796 0.753
O -2.645 1.447 0.365 -0.575
O -3.140 3.186 1.731 -0.357
C -4.297 2.464 2.164 -0.167
H -1.590 3.965 -2.183 0.250
H -0.571 2.636 -2.780 0.359
H -2.141 2.305 -2.033 0.414
H 0.317 3.473 -0.634 0.257
H -0.271 1.831 -0.403 0.362
H -4.039 1.458 2.488 -0.034
H -5.036 2.431 1.362 0.288
H -4.728 2.997 3.011 0.239
C 4.293 -0.774 -2.508 -1.248
C 4.269 -1.732 -1.333 0.174
O 5.582 -1.901 -0.776 -0.342
C 6.015 -0.898 -0.004 0.749
O 5.407 0.107 0.265 -0.550
O 7.261 -1.192 0.403 -0.347
C 7.882 -0.152 1.154 -0.639
H 5.029 -1.097 -3.250 0.320
H 3.311 -0.721 -2.982 0.321
H 4.577 0.232 -2.194 0.408
H 3.947 -2.711 -1.675 0.118
H 3.562 -1.409 -0.564 0.222
H 7.259 0.158 1.994 0.292
H 8.100 0.697 0.503 0.285
H 8.822 -0.540 1.546 0.226
C 2.612 7.477 -4.454 -1.085
C 3.283 7.388 -3.097 -0.167
O 2.436 7.906 -2.065 -0.380
C 1.442 7.096 -1.675 0.763
O 1.216 5.992 -2.104 -0.538
O 0.725 7.735 -0.740 -0.347
C -0.432 7.017 -0.312 -0.468
H 2.283 8.501 -4.653 0.294
H 3.297 7.165 -5.245 0.349
H 1.725 6.843 -4.500 0.303
H 4.185 8.002 -3.097 0.294
H 3.590 6.364 -2.865 0.301
H -0.176 6.007 0.013 0.171
H -1.169 6.987 -1.116 0.270
H -0.864 7.551 0.534 0.240

=====

74
Properties=species:S:1:pos:R:3:mulliken_charge:R:1 method="wB97M-V/def2-TZVPD" multiplicity=1 gap_ev=6.37 e_lumo_ev=2.1 energy_ev=-50287.730 charge=-1
C -1.258 -3.901 5.212 -1.049
P -1.604 -2.326 4.191 0.404
C -1.832 -0.833 5.355 -1.097
C -3.237 -2.452 3.234 0.024
O -3.160 -2.313 1.799 -0.800
B -4.501 -2.861 1.395 1.160
O -4.692 -4.049 2.261 -0.673
C -4.077 -3.798 3.553 0.105
C -5.269 -3.773 4.608 0.458
C -5.815 -2.480 5.324 -0.204
C -7.006 -2.697 6.271 -0.186
N -7.698 -3.871 6.644 -0.590
C -7.234 -5.070 6.044 -0.218
C -6.071 -5.041 5.047 -0.382
H -2.115 -4.141 5.931 0.288
H -0.293 -3.716 5.818 0.352
H -1.012 -4.761 4.494 0.274
H -2.341 0.053 4.816 0.310
H -2.487 -1.186 6.238 0.272
H -0.822 -0.416 5.725 0.345
H -3.861 -1.577 3.630 -0.214
H -4.730 -2.953 0.235 -0.307
H -5.230 -2.024 1.892 -0.394
H -3.500 -4.773 3.758 0.142
H -5.359 -1.451 5.102 0.216
H -7.399 -1.730 6.764 0.257
H -7.738 -6.071 6.268 0.282
H -5.741 -6.035 4.576 0.248
C 3.398 -0.968 -3.138 -0.691
O 2.543 -0.822 -2.019 -0.277
C 2.073 0.513 -1.874 -0.344
C 0.826 0.546 -0.998 -0.403
O -0.362 0.189 -1.704 -0.484
C -0.518 -1.204 -1.993 -0.497
C -0.893 -2.028 -0.766 -0.373
O 0.268 -2.317 0.009 -0.343
C -0.060 -2.690 1.338 -0.638
H 4.274 -0.321 -3.041 0.252
H 3.724 -2.008 -3.184 0.262
H 2.855 -0.737 -4.061 0.295
H 1.841 0.940 -2.857 0.229
H 2.872 1.096 -1.400 0.361
H 0.668 1.580 -0.676 0.412
H 0.945 -0.056 -0.095 0.136
H 0.362 -1.604 -2.499 0.145
H -1.350 -1.261 -2.701 0.427
H -1.328 -2.982 -1.082 0.462
H -1.624 -1.478 -0.163 0.209
H -0.564 -1.870 1.848 0.201
H 0.868 -2.908 1.870 0.310
H -0.692 -3.584 1.341 0.326
C 2.283 6.324 -2.238 -0.737
O 3.421 5.818 -2.914 -0.275
C 4.028 4.740 -2.210 -0.453
C 4.913 3.927 -3.146 -0.467
O 4.176 3.007 -3.953 -0.378
C 3.439 3.582 -5.032 -0.457
C 4.328 4.023 -6.191 -0.655
O 4.913 5.292 -5.914 -0.249
C 6.044 5.546 -6.723 -0.777
H 2.557 6.694 -1.246 0.316
H 1.876 7.148 -2.827 0.232
H 1.515 5.548 -2.155 0.303
H 3.258 4.090 -1.778 0.266
H 4.638 5.169 -1.406 0.407
H 5.572 3.306 -2.532 0.407
H 5.554 4.564 -3.758 0.201
H 2.792 4.390 -4.686 0.252
H 2.787 2.783 -5.396 0.402
H 3.724 4.127 -7.099 0.430
H 5.110 3.273 -6.359 0.359
H 6.827 4.805 -6.525 0.327
H 6.432 6.533 -6.467 0.232
H 5.771 5.533 -7.782 0.314

=====

Copy entry 3 word for word.
74
Properties=species:S:1:pos:R:3:mulliken_charge:R:1 method="wB97M-V/def2-TZVPD" multiplicity=1 gap_ev=6.37 e_lumo_ev=2.1 energy_ev=-50287.730 charge=-1
C -1.258 -3.901 5.212 -1.049
P -1.604 -2.326 4.191 0.404
C -1.832 -0.833 5.355 -1.097
C -3.237 -2.452 3.234 0.024
O -3.160 -2.313 1.799 -0.800
B -4.501 -2.861 1.395 1.160
O -4.692 -4.049 2.261 -0.673
C -4.077 -3.798 3.553 0.105
C -5.269 -3.773 4.608 0.458
C -5.815 -2.480 5.324 -0.204
C -7.006 -2.697 6.271 -0.186
N -7.698 -3.871 6.644 -0.590
C -7.234 -5.070 6.044 -0.218
C -6.071 -5.041 5.047 -0.382
H -2.115 -4.141 5.931 0.288
H -0.293 -3.716 5.818 0.352
H -1.012 -4.761 4.494 0.274
H -2.341 0.053 4.816 0.310
H -2.487 -1.186 6.238 0.272
H -0.822 -0.416 5.725 0.345
H -3.861 -1.577 3.630 -0.214
H -4.730 -2.953 0.235 -0.307
H -5.230 -2.024 1.892 -0.394
H -3.500 -4.773 3.758 0.142
H -5.359 -1.451 5.102 0.216
H -7.399 -1.730 6.764 0.257
H -7.738 -6.071 6.268 0.282
H -5.741 -6.035 4.576 0.248
C 3.398 -0.968 -3.138 -0.691
O 2.543 -0.822 -2.019 -0.277
C 2.073 0.513 -1.874 -0.344
C 0.826 0.546 -0.998 -0.403
O -0.362 0.189 -1.704 -0.484
C -0.518 -1.204 -1.993 -0.497
C -0.893 -2.028 -0.766 -0.373
O 0.268 -2.317 0.009 -0.343
C -0.060 -2.690 1.338 -0.638
H 4.274 -0.321 -3.041 0.252
H 3.724 -2.008 -3.184 0.262
H 2.855 -0.737 -4.061 0.295
H 1.841 0.940 -2.857 0.229
H 2.872 1.096 -1.400 0.361
H 0.668 1.580 -0.676 0.412
H 0.945 -0.056 -0.095 0.136
H 0.362 -1.604 -2.499 0.145
H -1.350 -1.261 -2.701 0.427
H -1.328 -2.982 -1.082 0.462
H -1.624 -1.478 -0.163 0.209
H -0.564 -1.870 1.848 0.201
H 0.868 -2.908 1.870 0.310
H -0.692 -3.584 1.341 0.326
C 2.283 6.324 -2.238 -0.737
O 3.421 5.818 -2.914 -0.275
C 4.028 4.740 -2.210 -0.453
C 4.913 3.927 -3.146 -0.467
O 4.176 3.007 -3.953 -0.378
C 3.439 3.582 -5.032 -0.457
C 4.328 4.023 -6.191 -0.655
O 4.913 5.292 -5.914 -0.249
C 6.044 5.546 -6.723 -0.777
H 2.557 6.694 -1.246 0.316
H 1.876 7.148 -2.827 0.232
H 1.515 5.548 -2.155 0.303
H 3.258 4.090 -1.778 0.266
H 4.638 5.169 -1.406 0.407
H 5.572 3.306 -2.532 0.407
H 5.554 4.564 -3.758 0.201
H 2.792 4.390 -4.686 0.252
H 2.787 2.783 -5.396 0.402
H 3.724 4.127 -7.099 0.430
H 5.110 3.273 -6.359 0.359
H 6.827 4.805 -6.525 0.327
H 6.432 6.533 -6.467 0.232
H 5.771 5.533 -7.782 0.314